No. 1
Below is a cluster of 2 separate species, C21H28N5O2S in total at a distorted geometry, with properties calculated with ωB97M-V with the def2-TZVPD basis set.

Geometry as XYZ:
```
57
Properties=species:S:1:pos:R:3:nbo_charge:R:1
O -1.273 2.176 3.458 -0.65
O 2.653 -0.481 2.081 -0.60
S -1.563 -3.714 0.971 0.37
C -0.281 2.887 3.535 0.69
C 2.535 0.686 2.418 0.66
C -2.201 -5.186 1.682 -0.39
C -2.504 -6.125 0.733 -0.25
C -2.220 -5.661 -0.618 -0.22
C -1.707 -4.380 -0.659 -0.20
C -1.568 1.293 0.689 -0.03
C -0.434 1.867 0.178 0.15
C -2.135 2.398 -1.145 0.24
C -1.060 -3.502 -4.301 -0.19
C -1.413 -4.221 -3.156 -0.19
C -0.612 -2.185 -4.191 -0.21
C -0.863 -2.312 -1.791 -0.16
C -1.325 -3.637 -1.880 -0.06
C -0.505 -1.578 -2.933 -0.06
N -2.622 1.654 -0.130 -0.45
N 3.595 1.297 2.963 -0.60
N 1.128 0.116 -3.627 -0.63
N 0.884 2.583 2.956 -0.63
N -0.802 2.533 -0.980 -0.46
C -0.340 4.189 4.300 -0.71
C 3.802 2.684 3.385 -0.43
C 1.720 1.459 -3.620 -0.41
C -0.052 -0.150 -2.798 -0.21
C 0.988 1.658 0.665 -0.44
C 1.166 1.365 2.171 -0.13
H -2.333 -5.333 2.750 0.25
H -2.908 -7.109 0.960 0.23
H -2.402 -6.281 -1.490 0.22
H -1.628 0.664 1.572 0.29
H -2.720 2.809 -1.965 0.26
H -1.139 -3.969 -5.278 0.22
H -1.755 -5.242 -3.281 0.22
H -0.341 -1.632 -5.086 0.23
H -0.778 -1.840 -0.820 0.19
H -3.593 1.385 0.012 0.46
H 4.388 0.678 3.063 0.42
H 1.837 -0.610 -3.493 0.37
H 1.640 3.232 3.102 0.41
H -0.168 3.014 -1.609 0.46
H -1.340 4.307 4.718 0.26
H -0.130 5.021 3.632 0.23
H 0.383 4.171 5.113 0.23
H 4.857 2.832 3.625 0.24
H 3.222 2.896 4.285 0.20
H 3.537 3.376 2.583 0.19
H 2.533 1.513 -4.352 0.23
H 2.128 1.694 -2.632 0.15
H 0.969 2.211 -3.884 0.18
H -0.870 0.515 -3.093 0.18
H 0.195 0.050 -1.754 0.15
H 1.591 2.528 0.400 0.22
H 1.390 0.808 0.107 0.26
H 0.443 0.600 2.459 0.26
```

Values from the calculation:
- Gap between HOMO and LUMO: 7.2 eV
- Total charge: +1
- Maximum force: 1.9 eV/A

No. 2
Below is an isolated molecule of CHCl2NO2S at a distorted geometry, with properties calculated with ωB97M-V with the def2-TZVPD basis set.

Geometry as XYZ:
```
8
Properties=species:S:1:pos:R:3:nbo_charge:R:1
H -0.302 -0.863 -2.188 0.43
N -0.955 -0.482 -1.514 -0.58
C -0.993 0.018 -0.424 0.09
Cl -2.147 0.948 0.236 0.19
S 0.620 0.019 0.739 1.91
O 0.931 -1.300 1.183 -0.88
O 0.290 0.898 1.818 -0.90
Cl 2.556 0.762 0.151 -0.26
```

Values from the calculation:
- Gap between HOMO and LUMO: 8.8 eV
- SMILES string: [H]/N=C(/Cl)S(=O)(=O)Cl
- Energy above the lowest of the compared OMol25 structures with the same formula, charge and spin: 30.44 kcal per mole
- Maximum force: 3.5 eV/A

No. 3
Below is an isolated molecule of C12H15IS at a distorted geometry, with properties calculated with ωB97M-V with the def2-TZVPD basis set.

Geometry as XYZ:
```
29
Properties=species:S:1:pos:R:3:nbo_charge:R:1
C 1.102 -1.064 0.973 -0.47
C 1.235 -1.979 1.833 0.22
C -2.045 -1.167 -0.222 -0.40
C -2.181 -0.045 0.823 -0.43
C -0.713 -0.924 -0.943 -0.21
C 1.518 -0.035 0.035 -0.07
C 0.118 -0.202 0.102 0.03
C -0.839 0.701 0.862 -0.06
C 2.507 0.566 -0.551 -0.03
C -0.073 -2.189 -1.493 -0.61
C -0.383 1.077 2.260 -0.63
C 2.365 1.620 -1.595 -0.66
S -0.938 2.257 -0.168 -0.06
I 4.518 0.067 -0.030 0.14
H -2.015 -2.140 0.271 0.21
H -2.878 -1.169 -0.922 0.22
H -2.994 0.637 0.567 0.23
H -2.394 -0.459 1.809 0.22
H -0.868 -0.209 -1.761 0.22
H -0.734 -2.658 -2.215 0.22
H 0.121 -2.892 -0.688 0.22
H 0.869 -1.961 -1.987 0.21
H -1.132 1.698 2.749 0.22
H 0.559 1.621 2.224 0.23
H -0.237 0.177 2.858 0.23
H 2.799 1.279 -2.533 0.23
H 2.889 2.524 -1.289 0.23
H 1.314 1.859 -1.749 0.23
H -1.487 3.011 0.780 0.13
```

Values from the calculation:
- Gap between HOMO and LUMO: 8.6 eV
- Energy above the lowest of the compared OMol25 structures with the same formula, charge and spin: 0.00 kcal per mole
- Maximum force: 1.7 eV/A

No. 4
Below is a cluster of 4 separate species, C31H77BO14P5S in total at a distorted geometry, with properties calculated with ωB97M-V with the def2-TZVPD basis set.

Geometry as XYZ:
```
129
Properties=species:S:1:pos:R:3:mulliken_charge:R:1
C -4.541 0.255 -3.412 -1.13
C -4.206 -1.117 -4.027 0.11
C -5.453 -2.005 -3.872 -1.04
C -5.192 -3.519 -3.755 -0.59
C -6.456 -4.233 -3.243 -1.07
C -6.278 -5.264 -2.129 -0.91
C -5.501 -4.787 -0.909 0.11
C -5.445 -5.882 0.165 -1.04
C -5.258 -5.323 1.572 -0.98
C -3.785 -5.092 1.928 -0.70
C -3.612 -3.806 2.741 -0.70
C -2.175 -3.692 3.278 -0.78
P -1.825 -2.029 3.875 0.22
C -2.381 -0.754 2.742 -0.74
B -1.658 -0.861 1.312 0.40
O -1.754 0.202 0.465 -0.47
O -0.961 -2.010 0.998 -0.53
P -2.943 -1.657 5.737 0.11
S -2.375 0.060 6.408 -0.29
H -4.110 1.063 -3.996 0.31
H -4.146 0.275 -2.396 0.05
H -5.622 0.356 -3.399 0.48
H -3.329 -1.574 -3.574 0.16
H -4.038 -0.984 -5.093 0.20
H -5.964 -1.724 -2.947 0.52
H -6.146 -1.862 -4.698 0.28
H -4.993 -3.865 -4.769 0.40
H -4.301 -3.720 -3.163 0.39
H -7.220 -3.515 -2.945 0.51
H -6.881 -4.775 -4.088 0.35
H -7.276 -5.523 -1.773 0.37
H -5.826 -6.189 -2.491 0.35
H -4.495 -4.460 -1.178 0.07
H -6.004 -3.923 -0.465 0.21
H -6.422 -6.369 0.135 0.47
H -4.725 -6.662 -0.080 0.41
H -5.779 -4.367 1.622 0.44
H -5.694 -5.985 2.317 0.44
H -3.396 -5.894 2.555 0.36
H -3.155 -5.021 1.039 0.39
H -3.929 -2.951 2.147 0.39
H -4.269 -3.898 3.608 0.32
H -2.106 -4.360 4.138 0.60
H -1.421 -4.021 2.568 0.62
H -0.461 -1.852 4.107 0.18
H -2.210 0.202 3.239 0.49
H -3.453 -0.862 2.581 0.54
H -2.325 -0.016 -0.284 0.17
H -1.450 -2.627 0.439 0.29
H -2.663 -2.742 6.581 0.17
H -4.295 -1.656 5.364 0.14
O -1.034 0.548 -6.061 -0.80
P 0.013 1.579 -5.798 1.35
O 1.029 1.412 -7.045 -0.34
C 0.666 1.902 -8.342 -0.33
C 0.883 3.398 -8.470 -1.00
O 0.832 0.671 -4.665 -0.49
C 0.152 -0.284 -3.858 0.19
C 0.383 -1.680 -4.400 -1.37
O 0.751 2.887 -5.221 -0.35
C 0.416 3.419 -3.911 -0.41
C 1.559 3.173 -2.957 -0.47
H -0.373 1.638 -8.560 0.27
H 1.296 1.369 -9.051 0.34
H 0.193 3.954 -7.832 0.25
H 0.727 3.718 -9.500 0.41
H 1.895 3.663 -8.165 0.25
H -0.915 -0.066 -3.789 0.11
H 0.568 -0.213 -2.846 0.28
H 0.050 -1.750 -5.435 0.31
H -0.152 -2.427 -3.807 0.34
H 1.447 -1.918 -4.381 0.37
H -0.517 2.989 -3.539 0.25
H 0.260 4.489 -4.037 0.38
H 1.599 2.131 -2.644 0.04
H 1.440 3.796 -2.071 0.12
H 2.510 3.407 -3.436 0.32
O 0.529 4.763 0.004 -0.58
P 1.036 5.062 1.348 0.72
O 2.558 5.509 1.362 -0.24
C 2.969 6.686 0.640 -0.31
C 2.673 7.959 1.408 -0.99
O 1.168 3.628 2.112 -0.30
C 0.541 2.463 1.590 -0.03
C 1.559 1.575 0.911 -0.55
O 0.461 5.877 2.572 -0.34
C -0.865 5.566 3.069 -0.25
C -0.759 4.873 4.408 -0.97
H 2.490 6.701 -0.342 0.25
H 4.040 6.581 0.484 0.33
H 1.599 8.128 1.496 0.24
H 3.113 8.817 0.901 0.42
H 3.077 7.897 2.418 0.25
H -0.269 2.721 0.909 0.48
H 0.098 1.932 2.442 0.01
H 2.069 2.113 0.117 0.25
H 1.086 0.686 0.487 0.25
H 2.316 1.258 1.627 -0.25
H -1.416 4.958 2.348 0.26
H -1.392 6.513 3.174 0.42
H -0.434 3.840 4.293 0.13
H -1.727 4.875 4.911 0.40
H -0.028 5.377 5.039 0.30
O 5.930 -1.087 1.422 -0.73
P 6.519 -0.956 2.758 1.02
O 6.934 -2.347 3.402 -0.31
C 7.911 -3.176 2.746 -0.32
C 9.329 -2.716 3.023 -0.98
O 5.291 -0.553 3.755 -0.40
C 4.050 -0.096 3.236 -0.40
C 3.019 -1.205 3.292 -0.78
O 7.598 0.010 3.384 -0.29
C 7.429 1.446 3.247 -0.28
C 7.057 2.047 4.583 -1.03
H 7.711 -3.200 1.672 0.31
H 7.760 -4.181 3.133 0.29
H 9.528 -1.748 2.563 0.26
H 10.044 -3.436 2.626 0.40
H 9.491 -2.608 4.095 0.26
H 4.159 0.277 2.219 0.45
H 3.734 0.743 3.862 0.31
H 3.362 -2.080 2.739 0.30
H 2.065 -0.873 2.871 0.01
H 2.859 -1.520 4.326 0.34
H 6.682 1.678 2.484 0.29
H 8.384 1.843 2.906 0.41
H 6.020 1.835 4.837 0.18
H 7.189 3.128 4.558 0.39
H 7.680 1.628 5.373 0.31
```

Values from the calculation:
- Gap between HOMO and LUMO: 8.1 eV
- Total charge: +1
- Maximum force: 8.0 eV/A

Question: Which formula does entry 4 have?
Answer: C31H77BO14P5S